C22H21O3PSe2Sr | the ωB97M-V functional and the def2-TZVPD basis

Its LUMO energy is 0.08 eV. The relative energy (zero: lowest compared OMol25 entry of this formula, charge and spin) comes out at 37.5 kJ/mol. The maximum force is 0.01703 hartree/bohr. For the gap between HOMO and LUMO, the calculation gives 7.91 eV.

Atoms and positions in Å:
Sr: 0.102 -0.012 -1.389
C: 1.894 -3.306 -3.290
C: 1.603 -3.531 -1.829
C: 0.289 -3.497 -1.350
C: 0.019 -3.762 -0.014
C: 1.050 -4.065 0.864
C: 2.356 -4.089 0.402
C: 2.629 -3.819 -0.933
H: 1.354 -2.446 -3.685
H: 1.570 -4.166 -3.881
H: 2.963 -3.169 -3.465
H: -0.522 -3.283 -2.036
H: -1.001 -3.712 0.344
H: 0.836 -4.256 1.907
H: 3.168 -4.314 1.082
H: 3.653 -3.851 -1.289
Se: -2.293 -0.489 0.620
P: -0.677 0.459 1.702
Se: 1.188 -0.591 1.627
C: -0.435 2.073 0.829
C: 0.824 2.479 0.394
C: 0.964 3.627 -0.384
C: -0.148 4.387 -0.705
C: -1.401 4.006 -0.243
C: -1.547 2.853 0.510
C: -1.149 0.938 3.385
C: -2.447 0.756 3.842
C: -2.786 1.160 5.127
C: -1.833 1.745 5.946
C: -0.532 1.924 5.488
C: -0.187 1.518 4.211
H: 1.691 1.896 0.680
H: 1.946 3.930 -0.725
H: -0.042 5.278 -1.311
H: -2.271 4.602 -0.489
H: -2.530 2.531 0.829
H: -3.182 0.298 3.193
H: -3.796 1.014 5.487
H: -2.099 2.059 6.947
H: 0.213 2.375 6.131
H: 0.829 1.634 3.855
C: -1.026 1.172 -5.616
O: -1.224 -0.107 -5.024
C: -0.789 -0.202 -3.747
O: -0.990 -1.325 -3.243
H: -1.412 1.964 -4.976
H: -1.569 1.170 -6.558
H: 0.032 1.353 -5.811
O: 2.854 -0.350 -1.701
C: 3.862 -0.857 -1.708

Löwdin atomic charge list, values in e, 4 entries: atom 1 (Sr): 1.109, atom 2 (C): -0.049, atom 3 (C): -0.298, atom 4 (C): -0.075

C23H26N4O4S2 | the ωB97M-V functional and the def2-TZVPD basis

Its LUMO energy is -0.31 eV. The relative energy (zero: lowest compared OMol25 entry of this formula, charge and spin) comes out at 1880.1 kJ/mol. The maximum force is 0.32604 hartree/bohr. For the gap between HOMO and LUMO, the calculation gives 6.92 eV.

Atoms and positions in Å:
C: -6.207 2.279 -2.591
C: -5.758 1.693 -1.388
H: -6.429 1.914 -0.442
H: -5.646 0.521 -1.472
O: -4.359 2.064 -1.403
C: -3.569 1.664 -0.145
O: -3.957 0.931 0.674
C: -2.389 2.081 -0.006
C: -1.551 1.632 1.062
N: -1.908 0.859 1.975
C: -1.054 0.279 3.134
O: 0.062 0.680 3.111
C: -1.546 -0.748 3.612
H: -2.460 -1.204 3.483
H: -1.826 -0.454 4.749
S: -0.110 -1.957 4.090
C: 0.259 -2.014 2.250
N: -0.421 -1.575 1.383
N: -0.007 -1.869 0.292
C: 1.299 -2.501 0.649
N: 1.284 -2.827 1.858
C: 2.521 -3.220 2.894
C: 3.275 -2.042 3.254
H: 2.834 -1.238 3.802
H: 3.872 -2.601 3.793
H: 3.661 -1.532 2.251
H: 3.044 -3.879 1.989
H: 1.853 -3.728 3.718
C: 2.341 -2.988 -0.392
C: 2.678 -2.054 -1.419
C: 3.474 -2.595 -2.309
C: 4.001 -3.940 -2.414
C: 3.568 -4.705 -1.324
C: 2.739 -4.314 -0.529
H: 2.358 -5.030 0.263
H: 3.861 -5.750 -1.170
H: 4.639 -4.263 -3.156
C: 4.189 -1.428 -3.270
H: 5.046 -1.248 -3.128
H: 4.176 -2.144 -4.222
H: 3.457 -0.548 -3.497
H: 2.446 -1.100 -1.226
H: -2.721 0.382 1.843
S: 0.145 2.462 0.989
C: -0.365 3.234 -0.319
C: -1.734 3.248 -0.867
C: -2.251 3.882 -2.059
H: -1.581 4.635 -2.545
H: -3.306 4.202 -1.671
H: -2.446 2.921 -2.612
C: 0.562 4.251 -0.896
O: 0.373 4.927 -1.893
C: 1.730 4.375 -0.188
H: 2.439 3.463 -0.166
H: 1.796 4.820 0.850
H: 2.665 5.148 -0.476
H: -6.247 3.229 -2.631
H: -5.516 1.898 -3.436
H: -7.279 1.822 -2.705

Löwdin atomic charge list, values in e, 4 entries: atom 1 (C): -0.116, atom 2 (C): -0.315, atom 3 (H): 0.158, atom 4 (H): 0.153

C5H17NO3 | the ωB97M-V functional and the def2-TZVPD basis

Its LUMO energy is 0.47 eV. The relative energy (zero: lowest compared OMol25 entry of this formula, charge and spin) comes out at 215.6 kJ/mol. Its SMILES is CN1CCCC1.O.O.O. The maximum force is 0.08171 hartree/bohr. For the gap between HOMO and LUMO, the calculation gives 9.36 eV.

Atoms and positions in Å:
C: 2.170 -0.477 -2.118
N: 1.296 -0.775 -1.008
C: -0.103 -0.311 -1.016
C: -0.553 -0.175 0.431
C: 0.780 0.525 1.004
C: 1.913 -0.233 0.240
H: 2.858 -1.282 -2.165
H: 2.803 0.431 -2.084
H: 1.616 -0.295 -3.089
H: -0.373 0.530 -1.659
H: -0.539 -1.231 -1.470
H: -0.768 -1.161 0.879
H: -1.529 0.254 0.584
H: 1.010 0.668 2.033
H: 0.806 1.553 0.642
H: 2.755 0.407 0.119
H: 2.112 -1.153 0.926
H: -0.582 -1.448 2.457
H: -1.552 -0.357 2.932
O: -0.878 -0.955 3.233
H: -2.434 -0.937 -1.548
H: -3.302 -0.119 -2.194
O: -3.356 -0.686 -1.426
H: -1.775 2.282 0.779
H: -0.724 2.400 1.831
O: -1.652 2.545 1.687

Löwdin atomic charge list, values in e, 4 entries: atom 1 (C): -0.115, atom 2 (N): -0.203, atom 3 (C): -0.223, atom 4 (C): -0.167

H6O5Si2 | the ωB97M-V functional and the def2-TZVPD basis

Its LUMO energy is 0.41 eV. The relative energy (zero: lowest compared OMol25 entry of this formula, charge and spin) comes out at 93.8 kJ/mol. The maximum force is 0.08149 hartree/bohr. For the gap between HOMO and LUMO, the calculation gives 9.80 eV.

Atoms and positions in Å:
O: -0.692 0.139 -2.498
O: -2.026 1.553 -0.736
O: 1.403 -0.315 -0.776
O: -0.792 -0.317 0.632
O: 1.633 -0.721 1.785
Si: -1.123 1.683 -2.090
Si: 0.799 0.018 0.604
H: -0.600 -0.673 -1.860
H: -1.914 0.819 -0.223
H: 0.832 -0.099 -1.538
H: -1.188 -0.356 1.510
H: 2.428 -1.171 1.718
H: 0.669 1.383 0.915

Löwdin atomic charge list, values in e, 4 entries: atom 1 (O): -0.342, atom 2 (O): -0.260, atom 3 (O): -0.079, atom 4 (O): -0.150

C4H11OS | the ωB97M-V functional and the def2-TZVPD basis

Its LUMO energy (spin up / spin down) is 0.89 / -2.28 eV. The relative energy (zero: lowest compared OMol25 entry of this formula, charge and spin) comes out at 1.6 kJ/mol. As for the expectation value of S²: 0.7528. The maximum force is 0.03424 hartree/bohr. For the gap between HOMO and LUMO (spin up / spin down), the calculation gives 10.55 / 7.00 eV. The multiplicity is 2.

Atoms and positions in Å:
C: 1.676 1.549 1.300
C: 0.459 1.040 2.094
S: -1.106 1.772 1.525
H: 1.908 2.542 1.695
H: 1.420 1.749 0.262
H: 2.510 0.864 1.402
H: 0.303 -0.042 2.032
H: 0.580 1.288 3.146
H: -0.458 0.593 -0.321
C: -0.949 -1.130 -0.965
O: -0.034 -0.030 -0.940
C: -0.883 -1.765 -2.360
H: -1.975 -0.794 -0.764
H: -0.723 -1.838 -0.159
H: -1.424 -2.715 -2.270
H: 0.141 -1.967 -2.655
H: -1.444 -1.113 -3.021

Löwdin atomic charge list, values in e, 4 entries: atom 1 (C): -0.160, atom 2 (C): -0.644, atom 3 (S): 0.680, atom 4 (H): 0.069

C7H10N2 | the ωB97M-V functional and the def2-TZVPD basis

Its LUMO energy is 1.01 eV. The relative energy (zero: lowest compared OMol25 entry of this formula, charge and spin) comes out at 577.4 kJ/mol. Its SMILES is C=C=CCC/C=N/N=C. The maximum force is 0.07154 hartree/bohr. For the gap between HOMO and LUMO, the calculation gives 9.05 eV.

Atoms and positions in Å:
C: -1.589 -1.053 0.704
C: -0.488 -1.586 -0.226
C: -0.672 2.372 -0.825
C: 2.962 1.044 -0.478
C: -1.843 0.564 0.463
C: 0.839 -1.043 0.126
C: -0.956 1.268 -0.185
N: 1.988 0.906 0.269
N: 1.013 0.175 -0.015
H: -1.243 -1.000 1.800
H: -2.524 -1.700 0.470
H: -0.446 -2.715 -0.384
H: -0.605 -1.092 -1.165
H: 0.106 3.127 -0.697
H: -1.156 2.604 -1.754
H: 3.696 1.774 -0.106
H: 3.002 0.492 -1.439
H: -2.543 1.125 1.100
H: 1.715 -1.706 0.503

Löwdin atomic charge list, values in e, 4 entries: atom 1 (C): -0.160, atom 2 (C): -0.220, atom 3 (C): -0.016, atom 4 (C): -0.038

Question: Among the records above, which one has the lowest relative energy (zero: lowest compared OMol25 entry of this formula, charge and spin)?
Answer: C4H11OS